No. 1
{
  "formula": "C16H54AsF6N18O10",
  "method": "ωB97M-V with the def2-TZVPD basis set",
  "symbols": ["As", "F", "F", "F", "F", "F", "F", "C", "C", "C", "O", "C", "N", "H", "H", "H", "H", "H", "H", "H", "H", "H", "H", "H", "C", "C", "C", "O", "C", "N", "H", "H", "H", "H", "H", "H", "H", "H", "H", "H", "H", "C", "O", "N", "N", "H", "H", "H", "H", "C", "O", "N", "N", "H", "H", "H", "H", "C", "O", "N", "N", "H", "H", "H", "H", "C", "O", "N", "N", "H", "H", "H", "H", "C", "O", "N", "N", "H", "H", "H", "H", "C", "O", "N", "N", "H", "H", "H", "H", "C", "O", "N", "N", "H", "H", "H", "H", "C", "O", "N", "N", "H", "H", "H", "H"],
  "positions_angstrom": [[0.0822, -0.2109, 0.1598], [-0.4255, 0.6833, 1.6020], [-1.0014, -1.5871, 0.6479], [0.6031, -1.0464, -1.3348], [1.0503, 1.2671, -0.2997], [1.4693, -1.0350, 1.0049], [-1.3642, 0.3643, -0.6569], [2.0542, -5.1653, -6.3686], [2.1745, -4.4636, -4.9151], [1.3275, -5.1230, -3.8336], [-0.0433, -4.9724, -3.9925], [-0.4771, -3.8026, -3.2992], [3.5629, -4.5999, -4.6140], [2.7176, -4.8275, -7.1647], [1.0492, -5.0536, -6.7755], [2.2686, -6.2186, -6.1880], [1.8438, -3.4250, -4.9086], [1.6929, -4.7491, -2.8771], [1.6135, -6.1747, -3.8184], [-1.4685, -3.4253, -3.5498], [0.1399, -2.9122, -3.4196], [-0.3870, -4.0125, -2.2334], [4.0159, -3.8778, -5.1558], [3.8931, -4.4003, -3.6806], [-1.9310, 3.7636, -0.8371], [-2.9253, 4.8513, -1.3548], [-2.9815, 4.9562, -2.9139], [-3.8461, 5.9737, -3.4234], [-3.4595, 7.2835, -3.0947], [-4.1506, 4.8284, -0.5572], [-1.0153, 3.6741, -1.4216], [-2.3463, 2.7567, -0.8787], [-1.6480, 3.7873, 0.2152], [-2.3800, 5.7608, -1.1026], [-3.4487, 4.0825, -3.3681], [-2.0341, 5.1070, -3.4314], [-2.5093, 7.5881, -3.5334], [-3.2888, 7.4589, -2.0325], [-4.1912, 8.0177, -3.4318], [-3.9420, 4.8244, 0.4310], [-4.6225, 5.7123, -0.6839], [3.4340, -1.6336, 4.6692], [2.7836, -2.6355, 4.5176], [3.0760, -0.5842, 3.9834], [4.5812, -1.4155, 5.3095], [3.6591, 0.2375, 4.0531], [2.6066, -0.8315, 3.1240], [5.0821, -2.2606, 5.5438], [5.0260, -0.5180, 5.1803], [-4.1508, -0.6470, 2.6152], [-4.9510, -0.4251, 3.5335], [-2.9054, -0.8663, 2.7486], [-4.4645, -0.3564, 1.4076], [-2.2821, -0.8436, 1.9542], [-2.4108, -0.7731, 3.6243], [-3.8310, -0.5776, 0.6526], [-5.4322, -0.1265, 1.2323], [1.9290, -4.6782, 0.0999], [2.0904, -5.8481, -0.2393], [2.4895, -3.5788, -0.3375], [1.0446, -4.2852, 0.9730], [3.2357, -3.6307, -1.0162], [2.1453, -2.6622, -0.0894], [0.4335, -4.8962, 1.4959], [0.8872, -3.3058, 1.1634], [-1.2745, -3.5213, 4.6377], [-1.4986, -2.4269, 5.1353], [-1.2701, -3.8642, 3.3617], [-0.8729, -4.5906, 5.2261], [-1.0677, -4.8237, 3.1199], [-1.6442, -3.1372, 2.7687], [-0.5742, -4.5822, 6.1909], [-0.6669, -5.4354, 4.7122], [-2.7249, 3.7193, 2.9668], [-3.4441, 4.4683, 2.3414], [-2.5247, 2.5387, 2.5837], [-2.1179, 3.9892, 4.1982], [-1.8296, 1.9541, 3.0255], [-2.8848, 2.1181, 1.7391], [-1.6895, 3.1723, 4.6097], [-2.4029, 4.7321, 4.8202], [-1.0623, 2.2543, -4.0824], [-0.1207, 3.0625, -4.0789], [-1.1936, 1.1659, -3.3960], [-2.0786, 2.3611, -4.8892], [-1.9753, 0.5465, -3.5550], [-0.6199, 1.0171, -2.5782], [-2.1899, 3.0634, -5.6065], [-2.7628, 1.6548, -4.6589], [5.1662, -0.2119, -0.5562], [6.3238, -0.2333, -0.8803], [4.1459, -0.7978, -1.1826], [4.6351, 0.5497, 0.3642], [4.3814, -1.2409, -2.0591], [3.2013, -0.5402, -0.9347], [5.2276, 1.2666, 0.7580], [3.6277, 0.5321, 0.2927], [2.3177, 3.4560, 3.2046], [3.3256, 3.9217, 2.7767], [1.6548, 3.8574, 4.2704], [1.5213, 2.7100, 2.4744], [0.8130, 3.3412, 4.4828], [2.0189, 4.4534, 5.0000], [1.7691, 2.5905, 1.5026], [0.6141, 2.3935, 2.7856]],
  "lowdin_spin": [0.19, 0.11, 0.10, 0.12, 0.12, 0.13, 0.09, 0.00, 0.00, 0.00, 0.00, 0.00, 0.00, 0.00, 0.00, 0.00, 0.00, 0.00, 0.00, 0.00, 0.00, 0.00, 0.00, 0.00, 0.00, 0.00, 0.00, 0.00, 0.00, 0.00, 0.00, 0.00, 0.00, 0.00, 0.00, 0.00, 0.00, 0.00, 0.00, 0.00, 0.00, 0.00, 0.00, 0.00, 0.00, 0.00, 0.01, 0.00, 0.00, 0.00, 0.00, 0.00, 0.00, 0.00, 0.00, 0.00, 0.00, 0.00, 0.00, 0.00, 0.00, 0.00, 0.00, 0.00, 0.00, 0.00, 0.00, 0.00, 0.00, 0.00, 0.00, 0.00, 0.00, 0.00, 0.00, 0.01, 0.00, 0.00, 0.00, 0.00, 0.00, 0.00, 0.00, 0.00, 0.00, 0.00, 0.00, 0.00, 0.00, 0.00, 0.00, 0.00, 0.00, 0.00, 0.00, 0.00, 0.00, 0.00, 0.00, 0.00, 0.01, 0.00, 0.00, 0.00, 0.00],
  "lumo_ev": [4.1, 4.0],
  "molar_mass_g_mol": 847.6,
  "charge": -2,
  "fmax_ev_per_a": 7.26,
  "spin_multiplicity": 2
}

No. 2
{
  "formula": "C16H54CuF3N24O14",
  "method": "ωB97M-V with the def2-TZVPD basis set",
  "symbols": ["Cu", "C", "O", "O", "C", "F", "F", "F", "C", "C", "H", "H", "H", "H", "H", "H", "C", "O", "N", "N", "H", "H", "H", "H", "C", "O", "N", "N", "H", "H", "H", "H", "C", "O", "N", "N", "H", "H", "H", "H", "C", "O", "N", "N", "H", "H", "H", "H", "C", "O", "N", "N", "H", "H", "H", "H", "C", "O", "N", "N", "H", "H", "H", "H", "C", "O", "N", "N", "H", "H", "H", "H", "C", "O", "N", "N", "H", "H", "H", "H", "C", "O", "N", "N", "H", "H", "H", "H", "C", "O", "N", "N", "H", "H", "H", "H", "C", "O", "N", "N", "H", "H", "H", "H", "C", "O", "N", "N", "H", "H", "H", "H"],
  "positions_angstrom": [[3.5256, -0.1913, 1.6480], [1.0516, -1.0283, 0.3158], [1.6854, 0.2035, -0.0375], [1.7812, -1.4866, 1.3846], [-0.5142, -0.9414, 0.4733], [-0.9340, -1.6486, 1.5317], [-0.9292, 0.3080, 0.5255], [-1.0474, -1.5490, -0.6027], [1.5446, 0.6365, -1.3745], [1.7908, 2.1476, -1.4179], [1.6523, 2.6922, -2.3455], [1.0901, 2.4839, -0.6445], [2.7738, 2.4221, -1.0272], [0.7172, 0.3343, -2.0169], [2.4363, 0.2160, -1.8690], [1.1969, -1.7532, -0.4986], [-3.0972, -4.6619, 1.7001], [-2.3134, -4.4015, 2.6015], [-2.7880, -4.5322, 0.3709], [-4.4240, -4.8602, 1.8804], [-3.5131, -4.5826, -0.3214], [-1.8917, -4.2042, 0.0546], [-4.7339, -4.9016, 2.8352], [-4.9846, -5.1468, 1.1009], [-4.8458, 2.9039, 0.6044], [-5.6342, 2.8028, 1.5525], [-3.6901, 2.1959, 0.6628], [-4.9182, 3.8141, -0.3815], [-2.9803, 2.2901, -0.0508], [-3.4780, 1.7701, 1.5514], [-5.5853, 4.5588, -0.3423], [-4.2442, 3.6803, -1.1174], [-2.0098, 2.1873, -2.5662], [-2.0172, 2.9195, -1.5665], [-2.3950, 0.8996, -2.3982], [-1.6415, 2.5523, -3.8177], [-2.4608, 0.2523, -3.1629], [-2.7069, 0.6455, -1.4752], [-1.1433, 3.4175, -3.9204], [-1.6256, 1.8252, -4.5112], [4.0605, 6.0626, 0.7641], [3.5151, 6.9573, 1.3966], [3.7307, 4.7533, 0.9217], [4.9601, 6.2636, -0.2351], [4.2859, 4.0618, 0.4560], [3.1693, 4.6463, 1.7572], [5.1422, 5.4833, -0.8378], [5.0406, 7.2080, -0.5696], [2.1578, -1.0345, -4.9805], [1.3851, -0.1120, -4.8041], [3.5183, -0.8602, -5.0704], [1.8002, -2.3536, -5.0515], [3.9253, -0.0214, -4.7015], [3.9725, -1.7535, -5.0768], [2.5392, -3.0002, -5.2455], [0.8379, -2.5986, -4.9113], [4.1919, -2.3722, -1.0184], [4.6810, -1.4851, -0.3106], [4.4956, -2.4691, -2.3284], [3.3027, -3.2453, -0.4917], [5.2788, -1.9368, -2.6567], [3.9282, -3.0965, -2.8682], [2.9148, -2.8948, 0.3776], [2.7369, -3.9226, -0.9804], [0.8697, 3.4042, -5.8880], [0.2279, 2.7226, -6.6668], [0.8249, 4.7554, -5.7027], [1.7329, 2.8144, -5.0138], [0.4036, 5.2831, -6.4480], [1.1730, 5.2067, -4.8802], [1.5852, 1.8416, -4.7738], [2.2599, 3.4205, -4.4115], [-5.0759, -0.7696, 0.2210], [-5.3562, -0.7265, -0.9658], [-5.9450, -0.4237, 1.2273], [-3.9094, -1.2754, 0.6763], [-6.8495, -0.0218, 1.0714], [-5.7717, -0.9114, 2.0876], [-3.6294, -1.2912, 1.6427], [-3.3866, -1.9299, 0.1220], [0.8676, -3.2403, 5.1495], [1.3159, -3.4431, 6.2745], [-0.4370, -3.3627, 4.8192], [1.5990, -2.8084, 4.0975], [-0.7448, -3.3453, 3.8609], [-1.1207, -3.5576, 5.5282], [2.6002, -2.8474, 4.0871], [1.1111, -2.5326, 3.2593], [0.8423, 3.4606, 3.0918], [0.5595, 3.6839, 4.2620], [0.4367, 2.3207, 2.3987], [1.0789, 4.4286, 2.1844], [0.0391, 1.5330, 2.8780], [0.8382, 2.2528, 1.4807], [0.8644, 4.3941, 1.2053], [1.1767, 5.3622, 2.5577], [-1.7049, 0.7403, 3.9479], [-2.1555, 1.4608, 3.0722], [-1.3917, 1.3339, 5.1446], [-1.3596, -0.5616, 3.9038], [-0.9855, 0.8118, 5.9004], [-1.3014, 2.3366, 5.1545], [-1.3287, -1.0903, 3.0453], [-1.0535, -0.9880, 4.7592], [0.9087, -5.4604, 0.6409], [1.1339, -5.1024, -0.5178], [1.2963, -4.7205, 1.7116], [0.4359, -6.6949, 0.9445], [1.5237, -3.7870, 1.3907], [0.7561, -4.8399, 2.5544], [0.1716, -7.3084, 0.1959], [0.6044, -7.0768, 1.8577]],
  "mulliken_charge": [0.30, -0.53, 0.30, -0.47, 0.80, -0.25, 0.27, -0.31, -0.23, -0.74, 0.06, -0.18, 0.27, 0.44, 0.06, 0.61, 0.67, -0.59, -0.33, -0.45, 0.19, 0.12, 0.23, 0.16, 0.61, -0.74, 0.23, -0.34, 0.08, -0.06, 0.19, 0.21, 0.84, -0.81, -0.08, -0.39, 0.18, -0.27, 0.17, 0.17, 0.59, -0.65, -0.30, -0.43, 0.15, 0.24, 0.18, 0.25, 0.63, -0.59, -0.41, -0.46, 0.23, 0.16, 0.15, 0.22, 0.52, -0.73, -0.32, -0.09, 0.24, 0.16, -0.01, 0.29, 0.55, -0.63, -0.39, -0.24, 0.23, 0.17, 0.24, 0.18, 0.52, -0.71, -0.34, 0.16, 0.22, 0.16, 0.00, -0.01, 0.43, -0.72, -0.14, 0.04, 0.05, 0.20, 0.19, -0.17, 0.53, -0.68, 0.10, -0.37, -0.03, 0.02, 0.11, 0.25, 0.09, -0.50, -0.43, -0.02, 0.14, 0.25, 0.10, 0.18, 0.60, -0.72, -0.37, -0.39, -0.05, 0.35, 0.25, 0.19],
  "lumo_ev": -1.4,
  "molar_mass_g_mol": 927.3,
  "charge": 0,
  "fmax_ev_per_a": 4.62
}